{
  "formula": "C34H75N4O22",
  "method": "the ωB97M-V functional and the def2-TZVPD basis",
  "species": ["C", "C", "C", "O", "C", "N", "H", "H", "H", "H", "H", "H", "H", "H", "H", "H", "H", "H", "C", "C", "C", "O", "C", "N", "H", "H", "H", "H", "H", "H", "H", "H", "H", "H", "H", "H", "C", "C", "C", "O", "C", "N", "H", "H", "H", "H", "H", "H", "H", "H", "H", "H", "H", "H", "C", "C", "C", "O", "C", "N", "H", "H", "H", "H", "H", "H", "H", "H", "H", "H", "H", "H", "C", "C", "O", "O", "H", "H", "H", "C", "C", "O", "O", "H", "H", "H", "C", "C", "O", "O", "H", "H", "H", "C", "C", "O", "O", "H", "H", "H", "C", "C", "O", "O", "H", "H", "H", "C", "C", "O", "O", "H", "H", "H", "C", "C", "O", "O", "H", "H", "H", "C", "C", "O", "O", "H", "H", "H", "C", "C", "O", "O", "H", "H", "H"],
  "positions_angstrom": [[4.56, 15.57, 3.70], [4.83, 16.48, 2.51], [5.96, 16.05, 1.55], [6.06, 16.98, 0.49], [7.31, 17.01, -0.01], [3.45, 16.83, 1.85], [2.72, 17.15, 2.47], [3.58, 17.49, 1.09], [3.06, 16.03, 1.37], [5.39, 15.43, 4.39], [4.26, 14.56, 3.43], [3.70, 15.96, 4.24], [4.93, 17.47, 2.96], [5.68, 15.11, 1.09], [6.84, 16.03, 2.19], [7.19, 17.59, -0.92], [7.59, 16.10, -0.56], [8.06, 17.46, 0.64], [-2.41, 15.04, -1.62], [-1.50, 15.92, -0.77], [-2.11, 17.22, -0.22], [-2.08, 18.14, -1.31], [-2.70, 19.37, -1.09], [-0.83, 15.01, 0.32], [-0.23, 14.33, -0.11], [-0.39, 15.57, 1.04], [-1.56, 14.55, 0.84], [-3.08, 15.63, -2.25], [-3.19, 14.51, -1.08], [-1.76, 14.39, -2.21], [-0.62, 16.07, -1.40], [-1.46, 17.67, 0.53], [-3.08, 17.06, 0.26], [-3.73, 19.34, -0.75], [-2.64, 19.97, -2.00], [-2.23, 19.96, -0.30], [-5.56, 12.86, 7.10], [-4.60, 11.67, 7.03], [-5.38, 10.32, 6.89], [-4.40, 9.23, 6.88], [-4.98, 7.92, 6.77], [-3.60, 11.73, 5.86], [-2.81, 12.29, 6.13], [-3.26, 10.78, 5.88], [-4.06, 11.89, 4.98], [-6.38, 12.90, 6.38], [-5.07, 13.83, 6.95], [-5.97, 12.98, 8.10], [-4.10, 11.68, 8.00], [-5.99, 10.28, 5.99], [-5.90, 10.17, 7.84], [-5.35, 7.83, 5.75], [-5.84, 7.88, 7.44], [-4.23, 7.14, 6.91], [1.23, 13.77, 3.83], [0.42, 12.65, 4.55], [0.00, 11.53, 3.55], [-0.75, 10.64, 4.32], [-1.14, 9.51, 3.65], [1.22, 12.03, 5.66], [0.81, 11.30, 6.23], [2.09, 11.74, 5.25], [1.35, 12.76, 6.35], [1.89, 13.45, 3.02], [1.85, 14.36, 4.51], [0.52, 14.49, 3.42], [-0.52, 12.93, 5.02], [0.87, 11.09, 3.07], [-0.53, 11.91, 2.68], [-1.17, 8.92, 4.57], [-0.37, 9.07, 3.02], [-2.09, 9.53, 3.11], [3.29, 12.00, 0.22], [2.03, 13.03, 0.17], [0.97, 12.81, -0.47], [2.30, 14.29, 0.38], [4.02, 12.05, -0.58], [2.84, 11.01, 0.14], [3.76, 12.18, 1.19], [3.63, 15.30, 7.56], [2.39, 14.65, 8.23], [2.08, 13.43, 8.06], [1.67, 15.37, 8.93], [3.29, 16.06, 6.87], [4.26, 14.53, 7.11], [4.18, 15.63, 8.44], [0.63, 17.50, 4.78], [-0.14, 17.29, 3.53], [0.42, 16.79, 2.55], [-1.34, 17.67, 3.54], [0.91, 16.49, 5.08], [0.01, 17.88, 5.60], [1.42, 18.22, 4.59], [-1.81, 16.49, 7.40], [-1.89, 14.93, 7.40], [-1.83, 14.42, 8.51], [-2.32, 14.36, 6.40], [-2.61, 16.90, 8.02], [-2.10, 16.89, 6.43], [-0.80, 16.87, 7.55], [3.08, 8.41, 3.80], [4.09, 9.25, 4.40], [3.81, 10.42, 4.65], [5.30, 8.89, 4.45], [2.17, 8.99, 3.64], [2.96, 7.43, 4.27], [3.34, 8.10, 2.79], [-3.73, 11.52, 0.83], [-3.60, 12.46, 2.06], [-3.01, 13.53, 1.87], [-4.16, 12.12, 3.08], [-4.54, 11.94, 0.23], [-3.82, 10.46, 1.08], [-2.78, 11.63, 0.31], [-0.45, 8.60, 7.42], [-0.09, 10.02, 8.00], [1.04, 10.35, 8.28], [-1.01, 10.86, 8.16], [-0.23, 7.90, 8.23], [0.20, 8.58, 6.55], [-1.41, 8.32, 6.99], [-3.08, 6.19, 4.22], [-2.86, 5.10, 5.19], [-3.84, 4.39, 5.55], [-1.72, 4.94, 5.70], [-3.41, 5.80, 3.26], [-2.16, 6.77, 4.12], [-3.85, 6.95, 4.36], [-0.45, 6.81, 0.20], [-0.38, 5.30, 0.61], [-1.32, 4.72, 1.17], [0.74, 4.83, 0.34], [-1.26, 6.84, -0.53], [0.43, 7.08, -0.38], [-0.64, 7.50, 1.02]],
  "mulliken_charge": [-1.149, 0.313, -0.699, -0.321, -0.859, 0.022, 0.158, 0.439, 0.121, 0.484, 0.303, 0.086, 0.323, 0.384, 0.442, 0.282, 0.339, 0.322, -1.420, 0.369, -0.334, -0.336, -0.819, 0.962, 0.247, -0.170, 0.152, 0.394, 0.267, 0.347, 0.277, 0.223, 0.401, 0.321, 0.265, 0.309, -1.623, 0.623, -1.073, -0.102, -0.981, 0.774, -0.333, 0.168, 0.508, 0.341, 0.344, 0.470, 0.420, 0.341, 0.477, 0.408, 0.325, 0.226, -0.595, 1.555, -1.331, 0.809, -0.468, 0.828, -0.380, 0.223, 0.072, -0.032, -0.027, 0.400, -0.704, 0.322, 0.168, -0.055, 0.096, 0.085, -1.159, 0.479, -0.813, -0.741, 0.351, 0.340, 0.256, -0.720, 0.581, -0.751, -0.760, 0.004, 0.158, 0.441, -0.563, 0.506, -0.543, -0.819, -0.159, 0.308, 0.334, -1.254, 0.967, -0.214, -0.668, 0.405, 0.315, 0.301, -0.368, 0.392, -0.614, -0.857, -0.208, 0.324, 0.272, -1.070, 0.296, -0.632, -0.888, 0.324, 0.328, 0.226, -0.550, 0.555, -0.689, -0.615, 0.411, 0.108, -0.094, -0.212, 0.405, -0.812, -0.729, 0.387, -0.145, 0.110, -0.331, 0.583, -0.719, -0.757, 0.266, 0.259, -0.263],
  "total_energy_ha": -3214.4525,
  "spin_multiplicity": 2,
  "e_homo_ev": [1.796, 1.796],
  "charge": -4
}